The following is a DFT calculation (ωB97M-V with the def2-TZVPD basis set) of a single C11H15N molecule at a distorted geometry.

XYZ file:
```
27
Properties=species:S:1:pos:R:3:nbo_charge:R:1
C -1.60433 1.70046 -1.71891 -0.385
C -0.80658 0.62658 -1.49357 -0.196
C -1.18400 -0.47688 -0.56613 0.006
C -2.43673 -0.89971 -0.54274 -0.405
C -0.07752 -0.92065 0.32879 -0.135
C 0.58687 -2.03759 -0.54311 -0.610
C -0.52284 -1.59381 1.58239 -0.603
C 0.85729 0.28430 0.55885 -0.175
C 2.22147 -0.14770 0.49415 0.259
N 3.16031 -0.81978 0.38160 -0.328
C 0.67999 1.62846 0.68401 -0.047
C 1.89694 2.50707 0.71813 -0.677
H -1.32712 2.51493 -2.29971 0.199
H -2.55551 1.65183 -1.23759 0.192
H 0.14188 0.62771 -1.92654 0.197
H -3.01102 -0.62459 -1.37690 0.210
H -2.72853 -1.58116 0.19958 0.199
H 0.02313 -2.97146 -0.44113 0.222
H 1.54066 -2.43449 -0.06234 0.238
H 0.76217 -1.78400 -1.64486 0.226
H -1.05160 -0.96148 2.36971 0.227
H 0.44688 -2.00093 2.11208 0.225
H -1.20809 -2.46508 1.27732 0.219
H -0.33154 2.22519 0.84240 0.233
H 2.31637 2.63197 -0.35167 0.242
H 2.59770 1.90802 1.31456 0.234
H 1.61374 3.41279 1.34162 0.229
```

## Properties
Electronic energy in Eh: -482.7652
Max |F| in eV/Å: 3.42
M in g/mol: 161.248
Net charge: 0
Structure (SMILES): C=CC(=C)C(C)(C)/C(C#N)=C/C
HOMO-LUMO gap in eV: 9.7



The following is a DFT calculation (ωB97M-V with the def2-TZVPD basis set) of 2 unconnected molecules or ions with the total composition C11H15N at a distorted geometry.

XYZ file:
```
27
Properties=species:S:1:pos:R:3:nbo_charge:R:1
C 1.79125 -0.73651 1.33280 -0.665
C -0.37024 0.80493 1.20933 -0.108
C 0.84815 0.26560 0.73810 0.099
C -0.81197 1.66733 0.15730 0.156
C 0.95733 0.59261 -0.62109 0.149
C -1.02279 0.65645 2.44864 -0.082
C -2.15761 1.46182 2.62214 -0.221
C -2.54888 2.39393 1.69808 -0.090
C -1.83240 2.50693 0.45269 -0.188
N -0.00710 1.47660 -1.00242 -0.500
H -0.93135 -0.33435 2.87838 0.246
H -2.77077 1.27538 3.49436 0.246
H -3.45132 2.98337 1.68322 0.247
H 2.06799 -1.50639 0.61824 0.258
H 1.49973 -1.09697 2.31224 0.248
H 1.63156 0.18520 -1.35836 0.252
H 0.11179 2.34350 -1.49912 0.444
H -2.29538 3.15147 -0.28965 0.239
H 2.71774 -0.16951 1.52325 0.260
C 0.31109 -2.46589 -1.77744 -0.642
C 1.33899 -2.00112 -2.79229 -0.620
H -0.56765 -2.95340 -2.22345 0.229
H 0.78732 -3.25747 -1.20188 0.222
H -0.26560 -1.68522 -1.27103 0.198
H 1.23249 -0.96752 -3.14603 0.190
H 1.42479 -2.59900 -3.69597 0.238
H 2.31284 -1.99177 -2.29006 0.197
```

## Properties
Electronic energy in Eh: -482.5893
Max |F| in eV/Å: 2.45
Spin multiplicity: 2
M in g/mol: 161.248
⟨S²⟩: 0.784
Net charge: +1
HOMO-LUMO gap (spin up / spin down) in eV: 9.0 / 6.7



The following is a DFT calculation (ωB97M-V with the def2-TZVPD basis set) of 2 unconnected molecules or ions with the total composition C11H15N at a distorted geometry.

XYZ file:
```
27
Properties=species:S:1:pos:R:3:nbo_charge:R:1
C 0.46508 -2.02081 3.42383 -0.612
C -0.42878 -2.61623 2.38146 -0.626
H 1.34534 -2.63113 3.68026 0.208
H 0.82105 -1.07219 3.24627 0.190
H -0.10485 -2.00758 4.41648 0.220
H -0.24281 -2.79593 1.33447 0.204
H -1.29548 -1.83862 2.39621 0.192
H -1.06933 -3.50646 2.82495 0.226
C 2.05514 -1.33696 -1.43853 -0.671
C -0.06470 1.37003 -0.24459 0.103
C 0.01249 0.37355 -1.19873 -0.145
C 1.40927 0.04186 -1.22121 0.131
C 2.12093 1.03645 -0.69661 0.049
C -1.21889 1.77160 0.38118 -0.139
C -2.47223 1.27703 -0.23326 -0.125
C -1.14223 -0.22009 -1.72419 -0.048
C -2.37989 0.34795 -1.28305 -0.219
N 1.21579 1.84753 -0.05598 -0.403
H 1.54457 2.39071 0.73265 0.440
H -1.31790 2.12595 1.34748 0.242
H 3.21319 1.23091 -0.45871 0.263
H -3.50575 1.46545 0.23451 0.259
H -1.20112 -0.89834 -2.47533 0.232
H 1.48512 -1.99364 -0.65857 0.262
H 3.16060 -1.37161 -1.25717 0.255
H -3.27103 -0.25964 -1.47886 0.243
H 1.79068 -1.91695 -2.37060 0.269
```

## Properties
Electronic energy in Eh: -482.5430
Max |F| in eV/Å: 5.47
Spin multiplicity: 2
M in g/mol: 161.248
⟨S²⟩: 0.769
Net charge: +1
HOMO-LUMO gap (spin up / spin down) in eV: 9.1 / 6.3